[1]
The following is a DFT calculation (wB97M-V/def2-TZVPD) of C35H39InN4OSi as an isolated structure.

Values from the calculation:
Total charge = +2
E_tot = -2130.60882 a.u.
Relative energy (zero: lowest compared OMol25 entry of this formula, charge and spin) = 35.9 kcal/mol
Highest occupied orbital energy = -12.7 eV
Multiplicity = 1

The geometry in XYZ format:
```
81
C35H39InN4OSi wB97M-V/def2-TZVPD
In -0.008 -0.247 -1.110
C 1.838 0.139 1.835
C 2.683 1.235 1.184
C 3.309 0.829 -0.125
C 4.681 0.637 -0.230
C 5.229 0.292 -1.455
C 4.386 0.146 -2.545
C 3.030 0.335 -2.351
N 2.494 0.668 -1.173
N 0.414 0.053 1.416
C -0.150 -1.118 2.099
C -1.516 -1.532 1.603
C -2.232 -2.512 2.286
C -3.509 -2.840 1.849
C -4.020 -2.200 0.732
C -3.226 -1.261 0.094
N -2.008 -0.924 0.521
C -0.335 1.259 1.839
C -0.323 2.381 0.833
C -0.331 3.706 1.238
C -0.369 4.703 0.276
C -0.391 4.347 -1.063
C -0.379 3.004 -1.383
N -0.352 2.040 -0.458
H 1.859 0.269 2.925
H 2.294 -0.832 1.621
H 3.478 1.491 1.884
H 2.105 2.148 1.040
H 5.311 0.777 0.639
H 6.296 0.149 -1.557
H 4.765 -0.106 -3.526
H 2.334 0.210 -3.174
H -0.209 -0.938 3.182
H 0.545 -1.949 1.963
H -1.820 -2.964 3.180
H -4.096 -3.576 2.384
H -5.012 -2.416 0.359
H -3.580 -0.748 -0.793
H 0.037 1.613 2.806
H -1.376 0.971 1.985
H -0.303 3.949 2.292
H -0.376 5.745 0.569
H -0.413 5.091 -1.847
H -0.390 2.677 -2.417
C 2.754 -4.415 1.272
C 1.982 -4.225 -0.022
C 2.594 -3.138 -0.885
C 1.833 -5.526 -0.791
Si -0.742 -4.544 0.479
O 0.612 -3.728 0.350
C -1.964 -4.415 -0.835
C -3.259 -4.940 -0.709
C -4.151 -4.845 -1.761
C -3.768 -4.210 -2.938
C -2.495 -3.668 -3.071
C -1.593 -3.772 -2.027
C -0.903 -5.667 1.892
C -1.671 -6.835 1.811
C -1.721 -7.711 2.884
C -1.017 -7.424 4.046
C -0.246 -6.270 4.139
C -0.180 -5.402 3.065
H 3.809 -4.572 1.049
H 2.393 -5.278 1.832
H 2.669 -3.521 1.894
H 3.623 -3.406 -1.121
H 2.601 -2.185 -0.351
H 2.042 -3.015 -1.818
H 2.811 -5.885 -1.111
H 1.224 -5.379 -1.686
H 1.396 -6.305 -0.157
H -3.577 -5.410 0.214
H -5.144 -5.262 -1.667
H -4.469 -4.137 -3.759
H -2.206 -3.173 -3.988
H -0.599 -3.353 -2.131
H -2.212 -7.085 0.906
H -2.304 -8.619 2.811
H -1.063 -8.108 4.883
H 0.307 -6.057 5.044
H 0.442 -4.517 3.136
```

Calculated atomic charges, method Mulliken, unit e: In 1.030; C -0.872; C -0.863; C 0.405; C -0.953; C -0.409; C -0.796; C -0.316; N 0.085; N 1.428; C -0.725; C 0.929; C -1.014; C -0.487; C -0.556; C -0.905; N -0.003; C -1.266; C 0.461; C -0.939; C -0.363; C -0.900; C -0.117; N 0.178; H 0.605; H -0.082; H 0.593; H 0.211; H 0.461; H 0.458; H 0.445; H 0.506; H 0.415; H -0.323; H 0.665; H 0.548; H 0.546; H 0.486; H 0.373; H 0.615; H 0.477; H 0.451; H 0.431; H 0.433; C -1.613; C 1.449; C -1.152; C -1.721; Si -1.899; O 1.061; C 1.196; C -0.306; C -0.824; C -0.549; C -0.880; C -0.284; C 1.138; C -0.596; C -0.780; C -0.594; C -0.904; C -0.107; H 0.475; H 0.401; H 0.201; H 0.580; H -0.029; H 0.342; H 0.489; H 0.396; H 0.447; H 0.449; H 0.471; H 0.433; H 0.512; H 0.475; H 0.480; H 0.463; H 0.430; H 0.465; H 0.539

=====

[2]
The following is a DFT calculation (wB97M-V/def2-TZVPD) of a 2-piece molecular cluster, C2H6O overall in a non-equilibrium geometry.

Values from the calculation:
Total charge = 0
E_tot = -154.99150 a.u.
Relative energy (zero: lowest compared OMol25 entry of this formula, charge and spin) = 21.5 kcal/mol
Highest occupied orbital energy = -10.1 eV
Multiplicity = 1
Structure (SMILES) = C=C.O

The geometry in XYZ format:
```
9
C2H6O wB97M-V/def2-TZVPD
C 0.010 0.875 0.490
C 1.211 1.023 -0.162
H -0.752 1.654 0.374
H -0.257 -0.018 1.066
H 1.308 1.873 -0.848
H 2.022 0.287 -0.144
O -0.977 -1.839 -0.599
H -1.426 -2.662 -0.299
H -1.139 -1.191 0.124
```

Calculated atomic charges, method Mulliken, unit e: C -0.584; C -0.468; H 0.205; H 0.386; H 0.212; H 0.233; O -0.614; H 0.317; H 0.313